#1
{"formula": "H2O4P2", "method": "ωB97M-V with the def2-TZVPD basis set", "species": ["O", "O", "H", "O", "P", "P", "H", "O"], "xyz": [[1.372, -1.561, 0.504], [-2.185, 0.603, -0.684], [0.896, -1.060, -1.603], [2.065, 0.676, -0.554], [1.047, -0.419, -0.353], [-0.975, 0.497, 0.376], [-1.561, -0.523, 1.244], [-0.659, 1.787, 1.068]], "smiles": "O=[P@H]([O-])[P@H](=O)[O-]", "charge": -2}

---

#2
{"formula": "H2O4P2", "method": "ωB97M-V with the def2-TZVPD basis set", "species": ["P", "O", "H", "O", "O", "P", "O", "H"], "xyz": [[0.849, -0.509, 0.271], [0.678, -1.868, -0.324], [0.389, -0.696, 1.474], [-1.061, 2.075, -0.003], [-2.180, -0.156, 0.398], [-1.067, 0.630, -0.245], [3.353, 0.425, -0.049], [-0.960, 0.099, -1.522]], "charge": -2}

---

Short version: #2 is the least stable of them.

---

#1
{"formula": "C6H12S", "method": "ωB97M-V with the def2-TZVPD basis set", "species": ["H", "H", "H", "C", "H", "H", "H", "H", "C", "C", "S", "H", "H", "H", "C", "C", "H", "H", "C"], "xyz": [[-2.384, 0.741, 1.870], [2.471, 1.719, 0.777], [-3.256, -0.899, 1.742], [2.420, 0.985, -0.020], [3.503, 0.781, -0.171], [1.923, 1.335, -0.942], [-0.488, -1.448, 0.648], [2.045, -0.580, 1.257], [-3.680, 0.940, -0.869], [1.685, -0.348, 0.285], [-0.155, -0.145, 0.178], [-4.511, 1.350, -1.397], [3.199, -1.547, -0.238], [1.700, -2.249, -0.751], [-3.270, 0.578, 0.259], [2.222, -1.355, -0.675], [2.444, -0.973, -1.734], [-2.848, 1.066, -1.593], [-3.019, 0.049, 1.375]], "smiles": "CC(C)S.C=C=C", "charge": 0}

---

#2
{"formula": "C6H12S", "method": "ωB97M-V with the def2-TZVPD basis set", "species": ["C", "C", "C", "C", "H", "C", "H", "H", "H", "H", "H", "H", "H", "H", "C", "H", "H", "H", "S"], "xyz": [[1.045, 1.264, 0.184], [0.349, -0.060, -2.684], [-0.584, -0.181, 1.388], [-0.874, -0.876, 0.054], [1.965, 1.215, 0.863], [0.330, -1.448, -0.605], [0.200, -0.771, 1.855], [-1.433, -0.302, 2.008], [-1.382, -0.181, -0.601], [-0.898, 1.737, 1.042], [-0.122, -2.175, -1.381], [0.257, 1.495, 2.367], [1.032, 2.330, -0.265], [-1.617, -1.724, 0.111], [-0.033, 1.246, 1.330], [1.040, -1.796, 0.227], [-0.657, 0.362, -2.489], [0.804, 0.382, -3.568], [1.490, -0.230, -1.458]], "charge": 0}

---

#3
{"formula": "C6H12S", "method": "ωB97M-V with the def2-TZVPD basis set", "species": ["H", "H", "C", "H", "H", "H", "S", "C", "C", "H", "H", "H", "H", "H", "H", "C", "C", "C", "H"], "xyz": [[-1.198, -1.930, -1.385], [-0.741, 1.598, 1.066], [-0.652, -0.260, -0.126], [0.393, -1.809, 0.828], [-2.542, -0.979, -0.868], [2.918, -0.619, -1.352], [2.872, -0.510, 0.006], [1.823, 1.028, -0.069], [-0.256, -1.084, 1.177], [2.251, 1.884, -0.560], [-1.385, 1.812, -0.605], [0.388, -0.292, 1.632], [1.556, 1.339, 0.907], [-1.478, -0.421, -2.204], [0.400, 0.776, -1.740], [-1.477, -0.906, -1.172], [-0.804, 1.206, 0.012], [0.476, 0.742, -0.657], [-1.004, -1.554, 1.837]], "smiles": "CC1(C)C[C@H]1CS", "charge": 0}

---

Short version: #2 is the least stable of them.

---

#1
{"formula": "C5H33NO13", "method": "ωB97M-V with the def2-TZVPD basis set", "species": ["H", "O", "O", "H", "O", "H", "H", "H", "H", "O", "H", "O", "O", "O", "H", "H", "H", "C", "H", "O", "H", "H", "H", "H", "H", "H", "H", "H", "O", "H", "C", "O", "N", "H", "O", "H", "H", "H", "H", "H", "O", "H", "C", "H", "O", "C", "H", "H", "H", "H", "C", "H"], "xyz": [[1.160, 1.397, 0.546], [-0.164, 1.920, -1.344], [-0.705, -2.637, -2.265], [-1.143, 3.398, -3.061], [-2.558, -0.195, -3.127], [-2.405, 0.449, -2.407], [-0.526, -3.773, 1.822], [1.228, -3.390, 0.224], [-0.539, 1.341, -0.599], [3.405, -1.071, 1.722], [1.361, -2.431, -3.178], [1.765, -0.204, -1.532], [0.853, 4.204, -0.638], [1.446, -1.750, -3.856], [2.393, 1.124, 2.719], [-2.536, -2.641, 2.709], [2.773, 1.717, -0.873], [-2.935, -0.762, 1.488], [-0.281, -2.027, 3.309], [-1.585, 0.166, -0.329], [-1.562, -2.899, -2.620], [-3.749, -0.194, 1.887], [0.591, -1.381, -4.096], [0.494, 3.598, -1.320], [1.228, -1.007, -1.378], [-0.132, -0.703, 2.258], [-1.817, 3.363, -1.706], [1.634, -2.387, 1.336], [-1.600, 1.153, 1.630], [-3.355, -1.563, 0.793], [-0.393, -2.798, 1.317], [-1.987, 3.565, -2.631], [0.877, -2.546, 0.667], [1.795, 4.290, -0.832], [3.068, 2.569, -1.208], [-0.627, 1.443, 1.745], [3.010, -0.326, 2.220], [1.745, -0.504, -2.484], [-0.892, -1.869, -1.702], [0.658, 2.814, 1.004], [0.792, 1.888, 1.289], [-2.891, 0.394, -3.818], [-2.195, -1.561, 2.685], [3.678, 2.929, -0.556], [1.947, 0.605, 3.386], [-0.690, -1.646, 2.388], [-1.349, -2.718, 0.777], [0.372, 1.254, -1.791], [3.317, -0.679, 0.837], [1.556, 1.102, 4.109], [-1.979, 0.145, 0.837], [-2.550, -1.163, 3.646]], "smiles": "NCCCCC(=O)O.O.O.O.O.O.O.O.O.O.O.O", "charge": 0}

---

#2
{"formula": "C5H33NO13", "method": "ωB97M-V with the def2-TZVPD basis set", "species": ["H", "H", "O", "H", "H", "H", "O", "H", "H", "H", "O", "H", "H", "N", "H", "O", "H", "C", "O", "H", "O", "H", "H", "H", "C", "H", "H", "H", "H", "H", "O", "O", "H", "H", "O", "H", "C", "C", "H", "H", "H", "C", "H", "H", "O", "H", "H", "O", "O", "H", "O", "H"], "xyz": [[-1.597, 0.927, -1.989], [3.418, -0.846, 0.447], [1.527, 2.406, 4.318], [0.081, 1.597, -3.448], [-2.164, -0.255, 2.864], [3.308, -1.519, -2.094], [4.245, -0.667, 1.031], [-1.972, -3.643, 1.138], [-0.306, -4.197, -0.834], [-3.805, 0.039, 1.407], [1.066, 0.250, -0.151], [1.626, 1.892, 3.513], [-2.487, 1.587, -0.500], [-0.694, 2.417, -0.893], [0.937, 0.377, -2.389], [-1.113, 2.277, 1.898], [0.698, -3.224, -0.179], [1.457, 1.611, -0.246], [-3.139, -0.615, 1.375], [1.180, 3.265, 3.820], [-1.319, -0.494, 3.365], [-1.443, 2.829, 1.229], [1.448, -2.519, 2.053], [-1.140, -2.392, 1.014], [0.854, 1.447, -2.583], [1.583, -0.507, 0.298], [-1.244, 0.456, -0.413], [1.005, 3.356, -1.353], [4.189, 0.285, 0.984], [-1.735, 4.237, -0.399], [0.636, -4.135, 0.293], [2.467, -1.433, -1.633], [1.622, -4.220, 0.557], [-0.755, 1.448, 1.620], [-0.357, -1.149, -3.609], [-1.999, 3.472, -2.109], [-1.549, 1.221, -0.962], [-1.257, 3.644, -1.298], [1.810, 1.637, -3.162], [-1.038, 0.082, 4.057], [-3.591, -1.379, 1.701], [0.686, 2.295, -1.339], [-0.804, -0.820, -2.852], [-1.819, -4.180, -0.841], [0.943, -1.789, 1.858], [0.413, -1.591, 2.698], [-0.358, 4.150, -1.736], [2.501, 1.919, 0.259], [-1.923, -2.847, 0.665], [-1.030, -1.912, -3.995], [-1.042, -4.156, -1.448], [1.980, -0.633, -2.009]], "smiles": "C[C@H](C(=O)O)N(C)C.O.O.O.O.O.O.O.O.O.O.O", "charge": 0}

---

Short version: #2 is the least stable of them.

---

#1
{"formula": "C5H12N2O2", "method": "ωB97M-V with the def2-TZVPD basis set", "species": ["C", "H", "H", "H", "C", "H", "H", "O", "H", "H", "C", "H", "H", "O", "N", "H", "C", "N", "C", "H", "H"], "xyz": [[-0.398, -2.219, -1.319], [-1.071, 0.437, -2.075], [0.284, 1.911, 2.504], [-0.014, -3.180, -0.733], [-0.616, -0.965, -0.464], [0.318, -2.008, -2.158], [-0.137, -1.840, 1.281], [1.888, 1.361, 0.308], [2.473, 0.855, 0.861], [-1.396, 1.360, 0.307], [-0.480, 1.494, -0.288], [-1.432, -2.608, -1.477], [-1.710, -0.876, -0.139], [0.579, 2.392, 1.783], [0.285, -1.068, 0.688], [0.914, 0.142, 2.227], [0.601, 1.399, 0.788], [0.213, 0.158, 1.518], [-0.368, 0.358, -1.170], [0.578, 0.430, -1.630], [-0.513, 2.465, -0.811]], "smiles": "C[C@@H]1CCC(O)(O)NN1", "charge": 0}

---

#2
{"formula": "C5H12N2O2", "method": "ωB97M-V with the def2-TZVPD basis set", "species": ["H", "H", "C", "H", "H", "N", "H", "O", "C", "C", "H", "H", "H", "C", "N", "H", "C", "H", "H", "O", "H"], "xyz": [[-2.195, -2.134, 0.597], [-0.527, -2.586, 0.182], [-1.712, 0.433, 0.963], [2.897, -1.105, 0.964], [-2.631, 0.050, 1.444], [-0.793, -0.678, 0.983], [-0.720, 1.841, -3.173], [1.052, 1.748, 0.332], [1.870, -0.841, 1.235], [-1.250, -1.773, 0.162], [2.147, 0.784, -1.067], [-2.060, 0.729, -0.031], [1.507, -1.628, 1.898], [1.141, 0.871, -0.585], [0.098, 0.813, -1.597], [0.876, 2.521, -2.485], [0.099, 1.742, -2.458], [1.922, 0.056, 1.854], [-1.418, -1.467, -0.876], [1.028, -0.637, 0.107], [-1.330, 1.261, 1.551]], "charge": 0}

---

Short version: #2 is the least stable of them.

---

#1
{"formula": "C5H12N2O2", "method": "ωB97M-V with the def2-TZVPD basis set", "species": ["N", "C", "H", "C", "C", "C", "H", "H", "H", "O", "H", "O", "H", "H", "C", "H", "H", "H", "N", "H", "H"], "xyz": [[1.382, -1.377, 1.915], [0.023, 0.624, 0.085], [0.470, 2.717, -0.099], [-0.007, 0.003, -2.832], [0.553, -0.343, 2.087], [-0.650, -0.432, 0.815], [-1.535, -0.090, 1.365], [-1.293, -2.293, 0.583], [-1.258, 2.297, 0.016], [0.502, 0.455, 2.989], [2.023, -1.640, 2.646], [-0.867, 0.072, -1.709], [0.974, -0.416, -2.574], [-0.235, 2.196, 1.454], [-0.253, 2.049, 0.367], [0.132, 1.007, -3.239], [-0.453, -0.628, -3.608], [-0.926, -0.901, -1.189], [-0.674, -1.634, 0.121], [1.118, -2.013, 1.162], [0.975, 0.346, -0.354]], "charge": 0}

---

#2
{"formula": "C5H12N2O2", "method": "ωB97M-V with the def2-TZVPD basis set", "species": ["C", "C", "H", "O", "C", "H", "H", "C", "C", "H", "H", "H", "N", "H", "H", "N", "H", "H", "H", "H", "O"], "xyz": [[1.109, 0.922, -1.396], [1.073, 0.344, -0.001], [-1.588, -0.720, -1.572], [0.958, -1.549, 1.318], [-1.856, -1.006, -0.534], [-1.337, -1.843, -0.111], [1.463, 2.324, 0.982], [-1.788, 0.203, 0.271], [1.174, 1.201, 1.256], [-1.741, -0.282, 2.192], [-1.957, 1.157, -0.282], [1.682, 1.954, -1.386], [-1.717, 0.499, 1.492], [-2.971, -1.218, -0.657], [0.069, 1.069, -1.750], [0.966, -0.932, 0.246], [1.460, -2.575, -0.457], [2.028, 0.732, 1.704], [1.769, 0.269, -2.093], [0.215, 1.302, 1.735], [0.986, -1.849, -0.956]], "smiles": "CC(C)=[N+]([O-])O.[H]/N=C\\C", "charge": 0}

---

#3
{"formula": "C5H12N2O2", "method": "ωB97M-V with the def2-TZVPD basis set", "species": ["C", "N", "O", "O", "C", "H", "N", "H", "H", "H", "H", "C", "H", "H", "H", "H", "H", "H", "H", "C", "C"], "xyz": [[0.729, 1.341, 1.252], [0.251, 2.371, 0.490], [-0.043, 0.625, 1.954], [2.832, 1.456, 0.165], [-1.085, -1.817, 0.465], [0.924, -0.109, -1.708], [-0.854, -1.338, -0.828], [2.566, 0.347, 1.882], [-2.139, -2.032, 0.672], [-2.758, -0.431, -1.013], [-0.539, -2.745, 0.659], [-1.699, -0.199, -1.168], [-0.656, 2.760, 0.706], [-0.658, -0.872, 1.352], [0.890, 2.801, -0.170], [1.326, -1.005, -0.259], [-1.542, 0.140, -2.197], [1.041, -1.952, -1.687], [-1.493, 0.655, -0.516], [0.738, -1.039, -1.174], [2.171, 1.042, 1.121]], "charge": 0}

---

#4
{"formula": "C5H12N2O2", "method": "ωB97M-V with the def2-TZVPD basis set", "species": ["H", "C", "H", "O", "N", "H", "H", "H", "C", "H", "H", "N", "H", "H", "H", "C", "H", "O", "C", "H", "C"], "xyz": [[-0.363, 0.863, -1.595], [1.978, 0.928, 0.950], [2.133, 1.026, -1.150], [-1.446, -0.744, 1.531], [-1.257, 1.290, -1.371], [0.646, -1.576, 1.007], [2.207, 1.968, 1.093], [-0.706, 1.567, 0.698], [1.937, 0.421, -0.272], [-2.386, -2.016, -0.445], [-1.200, 2.269, -1.631], [-2.237, -1.029, -0.564], [1.782, 0.348, 1.833], [1.344, -2.760, -0.130], [-2.363, -0.592, -1.462], [-1.715, -0.298, 0.435], [2.405, -1.872, 0.995], [1.672, -0.851, -0.651], [-1.506, 1.166, 0.059], [-2.431, 1.701, 0.297], [1.506, -1.809, 0.374]], "smiles": "NCC(N)=O.C=COC", "charge": 0}

---

Short version: #2 is the least stable of them.